[1]
{
  "formula": "C36H53I2NOP2S4SbTa",
  "method": "ωB97M-V/def2-TZVPD",
  "elements": ["Ta", "C", "C", "C", "P", "C", "C", "C", "C", "C", "C", "C", "C", "C", "C", "N", "C", "C", "C", "C", "C", "C", "C", "P", "C", "C", "C", "C", "C", "C", "H", "H", "H", "H", "H", "H", "H", "H", "H", "H", "H", "H", "H", "H", "H", "H", "H", "H", "H", "H", "H", "H", "H", "H", "H", "H", "H", "H", "H", "H", "H", "H", "H", "H", "H", "H", "H", "H", "H", "H", "S", "Sb", "S", "S", "S", "C", "C", "C", "O", "H", "H", "H", "H", "H", "H", "C", "C", "C", "C", "C", "C", "C", "H", "H", "H", "H", "H", "H", "H", "I", "I"],
  "coordinates": [[-0.109, -0.567, 0.588], [3.146, 1.668, -0.110], [3.583, 0.257, 0.290], [5.030, 0.273, 0.777], [2.402, -0.458, 1.517], [3.318, -1.751, 2.434], [3.508, -2.983, 1.545], [2.709, -2.085, 3.797], [2.206, 0.892, 2.704], [3.153, 1.226, 3.668], [2.978, 2.307, 4.521], [3.994, 2.649, 5.579], [1.808, 3.049, 4.373], [0.863, 2.737, 3.408], [1.065, 1.660, 2.547], [0.110, 1.292, 1.536], [-0.787, 2.362, 1.145], [-0.319, 3.622, 0.806], [-1.214, 4.631, 0.478], [-2.588, 4.410, 0.491], [-3.564, 5.504, 0.144], [-3.038, 3.132, 0.813], [-2.150, 2.111, 1.120], [-2.491, 0.385, 1.542], [-4.196, -0.017, 1.016], [-4.433, 0.471, -0.419], [-5.316, 0.481, 1.933], [-2.369, 0.426, 3.405], [-3.072, -0.732, 4.143], [-2.800, 1.752, 4.038], [3.662, 1.930, -1.034], [3.404, 2.389, 0.672], [2.076, 1.746, -0.298], [3.544, -0.396, -0.584], [5.156, 0.845, 1.701], [5.624, 0.756, -0.001], [5.434, -0.730, 0.904], [4.302, -1.306, 2.598], [2.560, -3.446, 1.286], [4.112, -3.724, 2.074], [4.017, -2.741, 0.607], [1.682, -2.430, 3.715], [2.716, -1.235, 4.477], [3.290, -2.888, 4.256], [4.051, 0.626, 3.762], [4.945, 2.154, 5.386], [3.650, 2.336, 6.567], [4.172, 3.724, 5.621], [1.627, 3.895, 5.027], [-0.029, 3.342, 3.330], [0.747, 3.819, 0.817], [-0.833, 5.614, 0.222], [-3.084, 6.481, 0.160], [-4.400, 5.522, 0.844], [-3.980, 5.354, -0.855], [-4.104, 2.953, 0.838], [-4.215, -1.114, 0.999], [-4.584, 1.549, -0.451], [-5.320, -0.017, -0.814], [-3.606, 0.229, -1.081], [-5.276, 1.560, 2.085], [-5.313, -0.001, 2.906], [-6.271, 0.247, 1.458], [-1.292, 0.329, 3.560], [-4.082, -0.443, 4.432], [-2.527, -0.956, 5.061], [-3.145, -1.661, 3.580], [-3.870, 1.927, 3.908], [-2.265, 2.609, 3.635], [-2.598, 1.703, 5.111], [3.580, 0.693, -3.724], [3.309, -1.559, -3.629], [1.121, -0.658, -1.543], [0.805, -2.489, -0.674], [4.658, -2.436, -2.045], [-2.058, 1.197, -3.303], [-1.066, 1.406, -2.204], [0.114, 2.278, -2.479], [-1.233, 0.832, -1.129], [-2.576, 2.139, -3.508], [-2.778, 0.425, -3.045], [-1.518, 0.928, -4.215], [-0.077, 2.966, -3.301], [0.965, 1.646, -2.786], [0.402, 2.821, -1.581], [-0.688, -2.161, 2.118], [-0.703, -3.662, 1.967], [-1.873, -4.307, 1.561], [-1.918, -5.679, 1.364], [-0.798, -6.457, 1.622], [0.348, -5.847, 2.108], [0.391, -4.468, 2.278], [-0.074, -1.873, 2.980], [-1.706, -1.872, 2.349], [-2.779, -3.729, 1.408], [-2.833, -6.136, 1.008], [-0.826, -7.527, 1.463], [1.215, -6.444, 2.365], [1.288, -4.023, 2.677], [-1.667, -2.463, -1.170], [-4.527, -2.826, -1.824]],
  "total_energy_ha": -4701.8005,
  "charge": 0,
  "lumo_ev": -1.3619
}

[2]
{
  "formula": "C2H3Cl3O",
  "method": "ωB97M-V/def2-TZVPD",
  "elements": ["C", "C", "O", "Cl", "Cl", "Cl", "H", "H", "H"],
  "coordinates": [[-0.163, -0.849, -0.499], [-0.409, 1.023, 0.258], [0.640, -1.469, 0.378], [0.623, -0.523, -2.065], [1.206, 1.584, 0.448], [-1.125, 0.673, 1.854], [-1.208, -1.191, -0.506], [-1.119, 1.689, -0.278], [1.557, -0.937, 0.409]],
  "total_energy_ha": -1533.7631,
  "charge": 0,
  "lumo_ev": 0.6822
}

[3]
{
  "formula": "C2H2IN",
  "method": "ωB97M-V/def2-TZVPD",
  "elements": ["I", "C", "N", "C", "H", "H"],
  "coordinates": [[-2.790, 0.410, -0.045], [-0.621, -0.155, 0.065], [0.047, -1.203, 0.023], [0.788, 0.136, 0.001], [1.239, 0.421, -0.940], [1.338, 0.391, 0.896]],
  "total_energy_ha": -429.7669,
  "smiles": "IC1=NC1",
  "charge": 0,
  "lumo_ev": -0.5981
}

[4]
{
  "formula": "C23H32N2O3S2",
  "method": "ωB97M-V/def2-TZVPD",
  "elements": ["C", "C", "C", "C", "C", "C", "C", "H", "H", "H", "C", "N", "C", "C", "O", "C", "H", "H", "H", "C", "H", "H", "S", "O", "C", "C", "O", "N", "H", "C", "C", "C", "H", "H", "S", "C", "C", "C", "C", "C", "C", "H", "H", "H", "H", "H", "H", "H", "H", "H", "H", "H", "H", "H", "H", "H", "H", "H", "H", "H", "H", "H"],
  "coordinates": [[-0.545, 3.381, 3.508], [0.516, 2.348, 3.733], [0.474, 1.140, 3.056], [1.473, 0.185, 3.236], [2.521, 0.437, 4.119], [2.561, 1.638, 4.801], [1.571, 2.587, 4.607], [1.616, 3.524, 5.143], [3.370, 1.839, 5.487], [3.292, -0.305, 4.260], [1.416, -1.054, 2.493], [0.575, -1.347, 1.540], [0.905, -2.607, 1.131], [1.974, -3.039, 1.870], [2.292, -2.052, 2.738], [2.769, -4.289, 1.840], [3.329, -4.389, 2.766], [3.470, -4.261, 1.005], [2.116, -5.150, 1.712], [0.218, -3.283, 0.013], [-0.569, -2.647, -0.382], [-0.186, -4.252, 0.303], [1.481, -3.669, -1.326], [2.589, -2.721, -1.124], [0.524, -2.999, -2.759], [0.034, -1.568, -2.570], [-1.124, -1.268, -2.794], [0.991, -0.714, -2.183], [1.860, -1.106, -1.831], [0.703, 0.678, -1.903], [-0.282, 0.836, -0.743], [-0.465, 2.287, -0.339], [-1.225, 2.386, 0.435], [0.472, 2.698, 0.040], [-0.897, 3.437, -1.692], [-2.587, 2.966, -2.254], [-2.564, 1.900, -3.342], [-3.978, 1.694, -3.882], [-4.923, 1.298, -2.751], [-4.926, 2.364, -1.660], [-3.514, 2.575, -1.116], [-3.172, 1.643, -0.660], [-3.518, 3.355, -0.350], [-5.591, 2.066, -0.846], [-5.301, 3.305, -2.071], [-5.934, 1.161, -3.140], [-4.594, 0.346, -2.329], [-3.964, 0.915, -4.645], [-4.332, 2.618, -4.346], [-1.898, 2.218, -4.148], [-2.194, 0.952, -2.951], [-2.936, 3.908, -2.691], [-1.238, 0.402, -1.038], [0.087, 0.274, 0.121], [0.279, 1.132, -2.803], [1.645, 1.176, -1.671], [1.205, -3.048, -3.610], [-0.321, -3.663, -2.928], [-0.337, 0.917, 2.381], [-1.509, 2.911, 3.326], [-0.295, 3.984, 2.634], [-0.630, 4.046, 4.364]],
  "total_energy_ha": -2027.2559,
  "charge": 0,
  "lumo_ev": 0.4831
}